Entry 1:
16
Properties=species:S:1:pos:R:3:nbo_charge:R:1 method="wB97M-V/def2-TZVPD" energy_ev=-12253.1277 max_force_ev_per_a=1.6 total_charge=0 e_above_lowest_kcal_mol=182.8 orbital_gap_ha=0.29297
C -1.729 1.305 0.501 -0.274
C 0.641 0.769 -0.864 0.554
O -1.195 0.342 -0.362 -0.600
O 1.121 1.635 -0.151 -0.669
H 0.280 0.917 -1.892 0.132
H -0.969 2.048 0.773 0.193
H -2.581 1.808 0.029 0.181
H -2.084 0.826 1.426 0.169
N 1.060 -0.623 -0.635 -0.415
N 2.243 -0.874 0.080 -0.647
N -0.559 -1.141 0.706 0.245
N -1.059 -2.155 0.359 -0.373
H 0.921 -1.272 -1.402 0.378
H 3.052 -0.700 -0.516 0.346
H 2.266 -0.160 0.807 0.380
H -1.408 -2.725 1.142 0.400

Entry 2:
17
Properties=species:S:1:pos:R:3:nbo_charge:R:1 method="wB97M-V/def2-TZVPD" energy_ev=-18069.2332 max_force_ev_per_a=4.6 total_charge=+2 e_above_lowest_kcal_mol=162.0 orbital_gap_ha=0.08460
Sn -5.003 0.124 -2.847 1.563
C -0.125 3.639 0.599 0.747
O -0.948 2.846 0.104 -0.618
N 1.142 3.496 0.233 -0.786
N -0.364 4.605 1.390 -0.775
H 1.409 2.774 -0.421 0.418
H 1.887 3.936 0.754 0.395
H -1.300 4.659 1.767 0.428
H 0.467 5.065 1.732 0.410
C -0.070 -3.660 -0.650 0.751
O -1.273 -3.485 -0.837 -0.594
N 0.783 -4.261 -1.430 -0.816
N 0.336 -3.471 0.599 -0.779
H 1.748 -4.213 -1.137 0.410
H 0.325 -4.933 -2.029 0.434
H 1.272 -3.795 0.793 0.386
H -0.287 -3.327 1.381 0.425

Entry 3:
15
Properties=species:S:1:pos:R:3:nbo_charge:R:1 method="wB97M-V/def2-TZVPD" energy_ev=-9640.2965 max_force_ev_per_a=4.3 total_charge=+1 e_above_lowest_kcal_mol=177.2 orbital_gap_ha=0.12491
C 2.236 -1.168 -1.597 -0.239
C -1.724 -2.857 0.059 0.043
N 1.505 0.014 -1.643 -0.050
N 0.408 -0.152 -1.076 -0.008
N 1.314 -2.105 -0.945 -0.050
N 0.289 -1.533 -0.675 -0.049
N -0.813 3.961 2.524 -1.127
H 2.575 -1.665 -2.622 0.314
H 3.145 -1.048 -1.084 0.297
H -1.838 -1.809 0.363 0.254
H -1.749 -3.285 -1.018 0.249
H -1.209 -3.652 0.717 0.240
H -1.589 3.443 2.887 0.360
H -0.745 4.921 2.814 0.395
H -0.089 3.301 2.308 0.372